Here is a structure of composition C38H50Cl2HfNOP3 in a non-equilibrium geometry from OMol25. Energies are from ωB97M-V/def2-TZVPD.

Computed properties:
* M: 879.14 Da
* charge: +2
* highest occupied orbital energy: -10.87 eV
* orbital gap: 5.9 eV

```
96
C38H50Cl2HfNOP3 ωB97M-V/def2-TZVPD
P 1.200 1.667 -5.867
C 2.875 1.847 -6.613
C 3.296 1.190 -7.780
H 2.627 0.498 -8.295
C 4.572 1.437 -8.302
H 4.878 0.939 -9.224
C 5.436 2.321 -7.646
H 6.429 2.513 -8.057
C 5.034 2.955 -6.465
H 5.705 3.647 -5.951
C 3.765 2.713 -5.939
H 3.440 3.198 -5.018
C 0.527 0.284 -6.876
C 0.833 -1.021 -6.430
H 1.410 -1.150 -5.513
C 0.426 -2.125 -7.179
H 0.694 -3.130 -6.844
C -0.311 -1.943 -8.355
H -0.628 -2.810 -8.939
C -0.646 -0.656 -8.783
H -1.223 -0.505 -9.698
C -0.234 0.459 -8.042
H -0.494 1.461 -8.384
C 0.341 3.102 -6.640
C 0.879 3.872 -7.685
H 1.880 3.659 -8.066
C 0.128 4.904 -8.254
H 0.551 5.484 -9.079
C -1.155 5.184 -7.772
H -1.742 5.986 -8.221
C -1.686 4.442 -6.709
H -2.687 4.657 -6.331
C -0.938 3.418 -6.128
H -1.333 2.850 -5.282
Hf 0.076 -0.185 -0.067
C -2.027 -0.812 -0.449
C -2.411 -1.001 -1.733
H -2.710 -1.093 0.371
C -1.488 -0.567 -2.865
O -2.222 0.414 -3.638
H -1.659 0.770 -4.347
C -0.226 -0.005 -2.318
H -1.232 -1.447 -3.490
C 0.754 0.761 -2.107
Cl -0.667 -0.669 2.232
Cl 1.349 1.688 0.949
P 1.430 -2.262 -0.234
C 2.251 -2.743 1.321
H 1.502 -2.958 2.093
H 2.892 -1.927 1.681
H 2.864 -3.636 1.140
C 0.474 -3.762 -0.637
H -0.044 -3.627 -1.595
H -0.283 -3.947 0.135
H 1.150 -4.625 -0.706
C 2.793 -2.337 -1.431
H 3.506 -1.527 -1.229
H 2.405 -2.209 -2.448
H 3.301 -3.306 -1.344
P -4.024 -1.742 -2.182
C -4.636 -2.685 -0.789
C -3.757 -2.824 -3.590
H -4.777 -2.029 0.079
H -3.935 -3.491 -0.534
H -5.602 -3.127 -1.066
H -3.338 -2.253 -4.429
H -4.724 -3.251 -3.889
H -3.074 -3.638 -3.310
C -5.151 -0.424 -2.622
H -5.396 0.158 -1.726
H -6.066 -0.855 -3.043
H -4.659 0.224 -3.357
H 1.482 1.445 -2.528
C -0.744 1.848 5.661
N -0.975 1.881 4.188
C -2.407 2.176 3.874
C -0.020 2.855 3.499
C 1.401 2.384 3.678
C 2.116 2.651 4.862
C 3.320 1.985 5.125
C 3.869 1.139 4.164
C 3.232 1.000 2.911
C 2.038 1.655 2.681
H -0.697 2.887 6.016
H 0.191 1.322 5.879
H -1.588 1.331 6.131
H -0.771 0.941 3.779
H -2.576 3.251 4.030
H -2.617 1.892 2.833
H -3.035 1.591 4.559
H -0.326 2.887 2.448
H -0.207 3.839 3.951
H 1.725 3.369 5.584
H 3.815 2.122 6.084
H 4.797 0.603 4.363
H 3.678 0.385 2.131
```

=====

Here is a structure of composition C38H50Cl5N3PtSi2Te2 in a non-equilibrium geometry from OMol25. Energies are from ωB97M-V/def2-TZVPD.

Computed properties:
* M: 1232.55 Da
* charge: +2
* relative energy (zero: lowest compared OMol25 entry of this formula, charge and spin): 131.6 kJ/mol
* highest occupied orbital energy (spin up / spin down): -11.56 / -12.80 eV
* 2S+1: 5
* expectation value of S²: 6.06
* orbital gap (spin up / spin down): 7.0 / 5.1 eV

```
101
C38H50Cl5N3PtSi2Te2 ωB97M-V/def2-TZVPD
Pt 0.961 -1.621 -0.693
C 2.271 -1.507 2.156
N 2.394 -2.541 1.112
C 3.775 -2.728 0.651
C 1.710 -3.803 1.487
C 2.321 -4.871 2.068
C 1.567 -6.062 2.312
C 0.193 -6.158 1.942
C -0.406 -5.046 1.428
C 0.329 -3.890 1.201
N -0.279 -2.794 0.593
C -1.464 -2.261 0.982
C -2.092 -2.416 2.226
C -3.350 -1.852 2.510
C -4.031 -1.186 1.435
C -3.408 -0.926 0.249
C -2.133 -1.416 -0.035
N -1.497 -1.226 -1.267
C -1.733 0.140 -1.784
C -2.017 -2.254 -2.298
H 2.697 -1.835 3.137
H 1.200 -1.294 2.343
H 2.842 -0.682 1.801
H 4.461 -3.052 1.416
H 4.016 -1.782 0.062
H 3.750 -3.542 -0.080
H 3.353 -4.989 2.318
H 2.104 -6.897 2.613
H -0.338 -7.052 2.138
H -1.366 -5.050 0.890
H -1.499 -2.938 3.012
H -3.850 -2.091 3.409
H -5.095 -0.956 1.587
H -3.844 -0.338 -0.550
H -2.785 0.411 -1.894
H -1.225 0.123 -2.739
H -1.262 0.864 -1.157
H -3.126 -2.183 -2.332
H -1.700 -3.271 -1.987
H -1.589 -1.978 -3.279
Cl 0.720 0.939 0.576
C 1.583 1.171 -0.930
C 1.828 0.017 -1.674
C 2.627 0.240 -2.819
Cl 3.244 -1.110 -3.729
C 2.941 1.578 -3.183
Cl 3.888 1.856 -4.606
C 2.713 2.692 -2.378
Cl 3.514 4.206 -2.568
C 1.942 2.521 -1.183
Cl 1.680 3.800 -0.081
C 1.084 -3.735 -4.112
Te 1.457 -4.030 -2.060
C 3.586 -4.140 -2.569
C 3.538 -4.396 -4.084
C 4.738 -4.807 -4.738
C 4.692 -5.083 -6.090
C 3.522 -5.011 -6.802
C 2.335 -4.619 -6.151
C 2.355 -4.286 -4.793
H 1.017 -2.679 -4.273
H 0.131 -4.135 -4.518
H 3.977 -5.045 -2.087
H 4.044 -3.254 -2.119
H 5.592 -5.093 -4.138
H 5.616 -5.302 -6.589
H 3.538 -5.219 -7.857
H 1.412 -4.596 -6.700
C -1.946 3.071 5.667
Si -2.227 2.402 3.912
C -1.666 0.622 3.550
C -4.206 2.534 3.471
C -1.319 3.569 2.806
Te -2.261 3.849 0.960
C -2.933 5.753 1.333
Si -1.794 7.284 0.713
C -1.829 7.189 -1.188
C -0.099 7.048 1.331
C -2.669 8.881 1.220
H -2.229 2.420 6.505
H -2.608 3.984 5.722
H -0.914 3.380 5.854
H -2.327 -0.034 4.037
H -0.686 0.501 3.907
H -1.864 0.566 2.498
H -4.745 1.950 4.211
H -4.362 2.199 2.430
H -4.473 3.519 3.675
H -0.377 3.047 2.599
H -1.284 4.507 3.250
H -3.143 5.928 2.392
H -3.837 5.876 0.784
H -1.031 6.595 -1.659
H -1.700 8.251 -1.513
H -2.764 6.803 -1.547
H 0.398 6.139 1.132
H -0.137 7.230 2.397
H 0.451 7.885 0.904
H -3.582 8.862 0.727
H -2.101 9.781 0.885
H -2.903 8.881 2.310
```

=====

Number 1: calculated total energy -97958.341 eV. Number 2: calculated total energy -140871.301 eV.